# 1
Density functional theory data (ωB97M-V/def2-TZVPD) for C35H42AsBaCl2N2O4 as an isolated structure at a distorted geometry.

Cartesian coordinates (Å):
Ba: 0.7002 -1.0986 0.9861
As: -0.8049 2.2407 -0.7789
Cl: 1.4214 -0.5465 4.0464
Cl: -2.1725 -1.2173 1.9453
O: -1.1809 -4.8143 -1.8078
O: -0.5082 0.5891 -0.6854
O: 2.1869 -1.3516 -1.2424
O: 2.2997 1.2783 1.2539
N: 3.0610 2.5716 2.9786
N: 2.8897 -2.2015 -3.2334
C: 1.5158 -3.3368 1.6849
C: 1.9391 -1.8370 -2.3628
C: -3.9745 2.0894 -3.5517
C: -3.1935 -4.0535 0.1033
C: 1.6692 3.8012 -1.0639
C: 2.9765 2.8156 4.4163
C: -0.8474 2.9636 3.4119
C: -3.6301 2.9744 -0.9116
C: 2.8868 4.1039 -3.1397
C: -5.1222 -6.0266 0.5675
C: -0.8400 3.0694 0.9960
C: -4.8741 3.1161 -1.5472
C: 1.8317 -4.1363 0.4919
C: -2.9495 -5.3804 -0.2982
C: 0.5767 -3.5953 2.5676
C: 2.7365 4.3717 -1.7740
C: -1.0073 2.3299 2.1734
C: -2.7340 1.9285 -2.9182
C: 3.4478 3.6671 2.0977
C: 0.6750 -3.9966 4.0238
C: 2.5338 1.4838 2.4417
C: -1.8223 -5.6809 -1.2112
C: -3.9072 -6.3681 -0.0141
C: -4.3935 -3.7243 0.7307
C: -2.5534 2.4187 -1.6182
C: 2.0114 3.2173 -3.7766
C: -0.5811 5.0985 2.3067
C: 2.5477 -2.6578 -4.5710
C: 0.7346 2.9960 -1.7251
C: -5.0347 2.7048 -2.8765
C: -0.6805 4.4591 1.0638
C: 4.3013 -2.0565 -2.9116
C: -5.3862 -4.6973 0.9430
C: -0.6362 4.3416 3.4805
C: 0.9379 2.6538 -3.0699
H: 4.2791 4.1955 2.5671
H: 4.8116 -2.9992 -3.1332
H: 0.2660 1.9474 -3.5607
H: 0.9035 -2.0207 -2.7234
H: 2.6173 4.3720 1.9489
H: 2.8193 -1.8950 -5.3185
H: -4.1142 1.7170 -4.5683
H: 2.2515 0.6681 3.2382
H: 3.0838 -3.5919 -4.7932
H: 4.4218 -1.8051 -1.8561
H: -0.0129 -3.3679 4.5930
H: -0.8931 2.3633 4.3252
H: 1.8733 -5.2338 0.6871
H: 1.4624 -2.8220 -4.5917
H: -4.5622 -2.6921 1.0323
H: 1.5690 3.9862 0.0050
H: 2.1099 3.4508 4.6584
H: -6.3408 -4.4223 1.4008
H: 1.0796 -4.0274 -0.3221
H: -2.4619 -3.2575 -0.0765
H: 3.8925 3.3201 4.7385
H: -0.4539 6.1821 2.3432
H: 2.8025 -3.8257 0.0683
H: -1.9182 1.4170 -3.4292
H: -0.6251 5.0480 0.1449
H: -3.5023 3.2930 0.1244
H: 3.6990 4.5692 -3.6994
H: -5.7210 3.5352 -0.9981
H: 4.7525 -1.2748 -3.5342
H: -0.4835 -3.5087 2.2622
H: 3.4501 5.0161 -1.2527
H: -5.9955 2.8424 -3.3780
H: 2.8683 1.8547 4.9311
H: -1.5708 -6.7560 -1.3106
H: -0.5234 4.8353 4.4479
H: 0.3369 -5.0293 4.1336
H: 3.7572 3.2674 1.1306
H: -3.6731 -7.3933 -0.3075
H: -5.8783 -6.7951 0.7134
H: 1.6864 -3.8899 4.4331
H: 2.1633 2.9554 -4.8263
H: -1.2735 1.2645 2.1311

Atomic forces in eV per Å
Ba -0.23 1.49 0.28
As 0.58 -2.32 1.11
Cl -1.26 -1.51 1.32
Cl -0.18 0.21 -0.11
O -0.96 -1.52 0.73
O -0.32 1.44 -0.43
O -0.37 -0.72 -1.94
O 0.10 0.56 -1.15
N 0.63 1.71 -0.55
N 0.19 -0.06 -0.31
C 3.05 -2.80 2.56
C 0.19 0.62 1.68
C 0.19 -0.03 0.29
C -0.03 -0.06 -0.06
C 0.03 0.16 -0.24
C 0.02 -0.18 -0.42
C -0.13 -0.03 -0.06
C -0.05 0.03 -0.45
C -0.18 -0.15 0.28
C -0.18 0.22 0.21
C -0.35 0.52 -0.19
C 0.28 -0.19 -0.09
C -0.40 0.73 -1.82
C -0.65 0.61 -0.11
C -1.12 -0.39 0.00
C -0.26 -0.32 -0.11
C 0.19 -0.24 -0.21
C -0.40 0.28 0.05
C -0.10 0.09 0.50
C 0.04 1.44 0.19
C -0.53 -2.00 1.74
C 0.94 1.38 -0.11
C 0.44 0.25 -0.27
C -0.37 -0.24 0.06
C -0.07 0.46 -0.13
C -0.19 -0.11 0.26
C -0.06 -0.19 -0.30
C -0.07 0.14 0.33
C -0.11 0.34 -0.27
C 0.23 -0.07 0.25
C 0.06 0.13 0.35
C -0.06 -0.04 -0.11
C 0.77 -0.17 -0.33
C 0.04 -0.04 -0.22
C 0.22 0.36 0.06
H 0.03 0.13 -0.12
H -0.02 0.07 0.10
H 0.20 0.26 0.08
H 0.38 0.11 0.21
H 0.11 0.01 0.00
H -0.07 -0.25 0.12
H 0.04 0.13 0.30
H 0.79 1.61 -1.38
H -0.25 0.22 0.00
H -0.13 -0.05 -0.20
H -0.03 -0.04 0.39
H -0.03 0.16 -0.38
H 0.01 0.89 0.20
H 0.34 -0.08 -0.21
H 0.17 -0.21 0.01
H 0.03 -0.04 -0.35
H 0.19 -0.10 -0.03
H 0.35 -0.14 -0.17
H -0.15 -0.28 -0.63
H -0.28 -0.43 0.07
H -0.09 -0.07 0.09
H -0.03 -0.31 0.03
H -0.29 -0.34 -0.10
H -0.23 0.15 0.11
H 0.04 -0.10 0.27
H -0.01 -0.05 -0.29
H -0.19 -0.17 0.14
H 0.31 -0.10 -0.19
H -0.04 -0.01 0.11
H -0.63 -1.08 -0.01
H -0.25 -0.23 -0.19
H 0.30 -0.08 0.18
H -0.02 0.22 -0.12
H -0.01 0.08 -0.18
H -0.03 -0.17 -0.26
H 0.03 -0.08 -0.22
H -0.09 -0.03 0.12
H -0.26 0.15 0.07
H 0.13 0.11 0.07
H -0.12 0.00 -0.22
H -0.06 0.11 0.32
H 0.25 0.23 0.04

As for the highest occupied orbital energy (alpha / beta): -1.1789 / -1.1873 eV. As for the HOMO-LUMO gap (alpha / beta): 3.20 / 3.20 eV. As for the charge: -1.



# 2
Density functional theory data (ωB97M-V/def2-TZVPD) for C35H42Cl5N2O4PSi2SnTe as an isolated structure.

Cartesian coordinates (Å):
Te: 1.7044 0.4460 -1.5892
Sn: 0.0504 -1.3837 0.3269
Cl: -3.4665 1.3669 -4.5890
Cl: -1.6933 1.0612 -2.0577
Cl: -5.0452 -3.7633 -4.0967
Cl: -5.1272 -1.0535 -5.6527
Cl: -3.2206 -4.0636 -1.5776
P: -1.1361 0.6919 1.7238
Si: 4.8079 1.5108 -1.0409
Si: 1.7080 -1.7022 -4.2731
O: 2.2040 -1.3405 2.7971
O: -1.7481 -1.7322 -0.8995
O: 1.6707 0.2437 1.2982
O: -0.9372 -1.9584 2.6209
N: -1.7524 -3.7781 3.6643
N: 0.2404 -2.7914 4.3629
C: 0.0595 -2.4645 -3.8755
C: 4.5682 2.6108 -2.5303
C: -3.3090 -2.5598 -2.4209
C: -0.1932 1.1674 3.2411
C: -2.6148 -0.2838 -2.6260
C: -0.7393 2.0987 4.1207
C: -0.0172 4.1208 -0.1319
C: -2.4258 3.0675 0.7719
C: -1.2519 2.3432 0.9411
C: 1.7339 -0.2419 2.4866
C: -3.4109 -0.1457 -3.7613
C: -2.8412 0.3470 2.2798
C: -0.0456 2.8792 0.4814
C: 6.5979 0.9845 -0.9746
C: -5.4795 -0.2896 2.9436
C: 1.7374 0.0850 -3.6967
C: -2.5098 -1.4992 -1.9261
C: 1.0818 0.6492 3.5140
C: 1.1898 1.9315 5.5442
C: 1.9624 -1.6939 -6.1209
C: -3.2103 0.1746 3.6112
C: 3.7477 -0.0357 -1.2085
C: -0.8140 -2.8172 3.5093
C: 1.7558 1.0177 4.6693
C: -2.3940 4.3133 0.1556
C: -2.8612 -3.8841 2.7268
C: -1.1943 4.8425 -0.2951
C: -4.1082 -2.4272 -3.5433
C: -4.5248 -0.1326 3.9400
C: 4.3304 2.3940 0.5283
C: -3.7976 0.1420 1.2825
C: 3.0377 -2.7107 -3.4377
C: -0.0539 2.4801 5.2641
C: -5.1091 -0.1667 1.6107
C: -4.1593 -1.2161 -4.2344
H: -4.8017 -0.2537 4.9801
H: 6.7851 0.3138 -0.1312
H: 2.9620 -3.7549 -3.7540
H: 1.8783 -2.7036 -6.5328
H: -5.8389 -0.3213 0.8260
H: -1.1745 5.8158 -0.7692
H: 3.7416 -0.6010 -0.2725
H: -0.1242 -2.5056 -2.7987
H: 0.0145 -3.4897 -4.2549
H: 1.2069 -1.0710 -6.6084
H: 1.0140 -2.2027 4.0513
H: 3.5134 2.8431 -2.6964
H: 2.9167 -2.6848 -2.3512
H: -3.5104 0.2215 0.2392
H: 0.4449 -3.5877 4.9400
H: 6.8906 0.4648 -1.8914
H: 2.6049 0.6315 -4.0774
H: -3.4703 -2.9836 2.7480
H: 2.9466 -1.3010 -6.3916
H: -1.6181 -4.4971 4.3503
H: -3.3704 2.6701 1.1197
H: 4.9592 2.1344 -3.4348
H: -2.4740 0.2732 4.3983
H: 2.7348 0.5977 4.8643
H: 4.7740 1.8990 1.3969
H: -2.5051 -4.0261 1.7063
H: 1.7229 2.2280 6.4386
H: 4.0469 -2.3642 -3.6777
H: 4.0869 -0.6945 -2.0082
H: 3.2462 2.3779 0.6675
H: 0.9229 4.5238 -0.4885
H: -3.4721 -4.7368 3.0143
H: -0.7656 -1.9057 -4.3295
H: 0.8473 0.5975 -4.0783
H: 7.2514 1.8550 -0.8605
H: -0.4901 3.2093 5.9352
H: 4.6638 3.4351 0.5235
H: 5.1012 3.5564 -2.3974
H: -3.3145 4.8675 0.0242
H: 0.8705 2.3150 0.6130
H: -6.5058 -0.5143 3.2050
H: -1.7084 2.5350 3.9061

Atomic forces in eV per Å
Te -0.04 0.31 -0.28
Sn 0.01 -0.53 -0.02
Cl 0.02 -0.04 0.04
Cl 0.07 -0.02 0.08
Cl 0.02 0.03 0.00
Cl 0.01 0.00 0.06
Cl 0.00 0.05 -0.03
P -0.16 0.58 0.27
Si -0.03 -0.12 -0.03
Si 0.00 0.00 0.06
O 0.02 0.20 0.15
O 0.05 0.72 0.03
O 0.04 -0.38 0.18
O -0.12 0.02 -0.03
N -0.02 0.02 -0.09
N -0.15 0.10 -0.11
C -0.21 -0.02 0.02
C -0.03 0.06 -0.14
C -0.01 -0.02 0.00
C 0.13 -0.17 -0.02
C 0.07 0.02 0.01
C -0.06 -0.03 -0.05
C -0.07 0.02 -0.01
C -0.04 0.01 0.04
C 0.17 -0.03 -0.09
C 0.04 0.13 -0.15
C 0.00 0.01 0.03
C 0.05 -0.18 -0.08
C -0.01 0.05 0.04
C 0.17 -0.02 0.04
C 0.07 0.00 0.02
C -0.01 0.08 -0.03
C -0.12 -0.49 0.05
C -0.27 0.00 -0.20
C -0.03 0.02 0.02
C 0.04 0.00 -0.18
C -0.01 0.00 0.02
C -0.01 -0.10 0.10
C 0.16 -0.05 0.11
C -0.02 -0.04 0.00
C 0.01 -0.03 0.01
C 0.08 -0.02 0.03
C 0.02 -0.03 0.00
C -0.03 -0.07 0.02
C 0.00 -0.02 -0.05
C -0.07 0.06 0.13
C 0.07 0.01 -0.04
C 0.13 -0.06 0.05
C 0.02 0.01 0.03
C 0.01 -0.02 0.03
C 0.01 0.04 -0.05
H 0.01 0.01 -0.02
H 0.00 0.03 -0.05
H 0.01 0.03 0.01
H 0.01 0.05 0.01
H 0.02 0.03 0.00
H 0.00 -0.02 -0.01
H 0.02 0.00 -0.05
H 0.01 -0.01 0.00
H -0.01 0.04 0.01
H 0.04 -0.04 0.00
H 0.10 -0.14 0.01
H 0.02 0.02 0.00
H 0.02 -0.04 -0.02
H -0.01 0.00 -0.01
H 0.02 0.01 -0.02
H 0.00 0.02 0.05
H -0.03 -0.02 0.01
H -0.06 0.08 0.02
H -0.05 -0.02 0.01
H 0.01 -0.01 0.02
H 0.01 0.01 -0.01
H -0.03 0.03 0.03
H -0.02 -0.01 -0.02
H -0.02 -0.02 -0.01
H -0.04 0.02 -0.03
H 0.00 -0.01 -0.01
H 0.01 0.00 -0.01
H -0.04 -0.02 0.01
H -0.03 0.02 0.02
H 0.03 0.04 0.01
H 0.00 -0.02 0.02
H 0.00 0.01 0.00
H 0.04 -0.03 0.01
H 0.06 0.00 0.03
H -0.01 -0.06 -0.01
H 0.00 -0.01 -0.02
H 0.00 -0.04 0.01
H -0.01 -0.04 -0.02
H 0.00 0.00 0.02
H -0.06 0.07 0.06
H 0.02 -0.03 -0.01
H 0.02 0.01 0.01

As for the highest occupied orbital energy: -7.5292 eV. As for the HOMO-LUMO gap: 7.83 eV.